{"formula": "C14H28FNO12S2", "method": "the ωB97M-V functional and the def2-TZVPD basis", "e_lumo_ev": 0.5, "fmax_ha_per_bohr": 0.02308, "e_tot_ha": -2404.0956, "smiles": "CCOCCOCN(S)C(=O)OS(=O)(=O)F.CCOC(=O)OC.CCOC(=O)OC", "relative_energy_kcal_mol": 0.00, "gap_ev": 10.42, "species": ["S", "O", "C", "H", "H", "H", "C", "C", "C", "H", "C", "C", "H", "H", "H", "H", "C", "H", "C", "H", "C", "O", "O", "H", "H", "H", "H", "H", "N", "H", "S", "O", "O", "H", "H", "O", "C", "H", "O", "H", "C", "O", "H", "H", "C", "H", "O", "H", "O", "H", "H", "O", "C", "F", "H", "O", "H", "C"], "coordinates": [[-0.1345, -5.6464, -1.2516], [1.3596, -1.2800, -0.4850], [3.9757, -3.6400, -0.0988], [-1.0484, -0.3744, -1.3693], [3.4126, -0.8688, -2.9408], [-2.2524, 5.7816, -3.4450], [4.5964, -3.3935, -1.4660], [-2.8477, 1.2035, 4.4105], [-2.5935, 2.8683, 6.0339], [5.5348, -2.8388, -1.3518], [-1.6211, 3.8385, 5.3993], [0.0539, 3.4633, -2.3769], [1.3669, -2.5405, -2.1628], [-0.7934, 3.4244, -4.7532], [4.8636, -4.3604, -1.8929], [-2.0765, 2.1172, 6.6297], [-3.2298, -0.3563, 2.7337], [-2.4582, -0.0100, 2.0525], [1.7252, -1.5590, -1.8434], [-2.8415, -1.1523, 3.3664], [0.9672, 2.6750, -0.3949], [-0.8342, -4.5596, -0.3276], [-0.6253, 2.4743, -2.4942], [-0.4402, 5.1244, -5.0518], [-2.1535, 4.5532, 4.7708], [0.0443, 2.6731, 0.1829], [0.9864, -2.2032, 1.2717], [3.7484, -1.0779, -1.2203], [-0.7377, -2.3333, 0.0453], [1.1241, 1.6957, -0.8423], [-1.4874, -0.8187, -0.1760], [-1.7403, 0.7726, 4.6062], [-3.7214, 0.7313, 3.5243], [3.3269, -4.5162, -0.0996], [-2.6520, 4.0798, -3.2119], [0.9205, 3.6975, -1.3944], [3.2327, -1.5130, -2.0776], [1.8021, 2.9137, 0.2566], [-3.4169, 2.2248, 5.0500], [-1.0774, 4.3851, 6.1696], [0.7604, -2.3072, 0.2125], [0.5269, -6.5346, -0.3767], [3.4299, -2.7790, 0.2845], [4.7806, -3.8364, 0.6118], [-1.1341, -3.2966, -0.8745], [-3.2899, 3.3938, 6.6845], [-1.6715, -3.1685, -1.9114], [1.1386, -3.2796, -0.1057], [3.7499, -2.7885, -2.4224], [-4.0731, -0.7332, 2.1622], [-2.8871, 4.8266, -4.7969], [0.0729, 4.5031, -3.2059], [-2.2420, 4.7997, -3.9191], [-1.4175, -6.3309, -1.7564], [-0.8996, 3.3123, 4.7752], [0.5121, -5.0361, -2.3483], [1.2179, -0.8224, -2.4695], [-0.8325, 4.4224, -4.3188]], "forces_ev_per_angstrom": [[0.10, 0.06, 0.43], [0.22, -0.10, 0.01], [0.17, -0.07, 0.13], [0.25, -0.33, -0.08], [0.11, 0.03, 0.01], [0.00, 0.04, -0.08], [0.11, -0.32, 0.14], [-0.05, 0.00, 0.05], [0.14, 0.19, 0.24], [-0.09, 0.26, -0.07], [0.00, -0.06, -0.20], [0.02, 0.08, -0.02], [-0.01, -0.07, 0.08], [0.01, -0.05, 0.10], [0.05, 0.05, -0.11], [0.02, -0.07, -0.09], [-0.08, -0.14, -0.02], [0.03, 0.03, 0.17], [-0.20, 0.03, -0.08], [0.07, 0.06, 0.03], [0.05, -0.12, 0.15], [0.56, -0.23, -0.02], [-0.04, -0.12, 0.02], [0.09, 0.04, 0.09], [-0.02, 0.04, 0.07], [-0.03, -0.07, -0.04], [-0.10, 0.31, 0.00], [-0.04, 0.03, 0.10], [0.58, 0.14, -1.02], [-0.07, -0.02, -0.01], [-0.38, 0.37, 0.38], [0.04, 0.00, -0.03], [-0.04, -0.04, -0.02], [-0.15, 0.07, -0.06], [0.01, -0.05, -0.04], [0.04, -0.01, 0.01], [0.00, -0.03, -0.43], [0.01, 0.12, -0.06], [-0.04, -0.03, -0.02], [-0.01, 0.00, 0.02], [-0.03, -0.30, 0.53], [-0.21, 0.00, -0.14], [0.00, 0.08, -0.05], [-0.02, -0.07, 0.04], [-0.01, 0.28, 0.60], [-0.10, -0.03, -0.08], [-0.56, -0.04, -0.67], [-0.04, 0.00, 0.00], [-0.09, 0.01, 0.20], [-0.08, 0.13, 0.03], [0.01, 0.01, -0.02], [0.06, -0.01, 0.02], [0.01, -0.02, 0.21], [-0.04, -0.21, -0.21], [0.02, -0.03, 0.05], [-0.08, 0.00, -0.02], [0.02, 0.12, 0.07], [-0.19, 0.04, -0.28]], "lowdin_charge": [0.587, -0.153, -0.062, -0.101, 0.125, 0.082, -0.261, -0.613, -0.213, 0.117, -0.065, -0.613, 0.121, 0.122, 0.120, 0.122, -0.061, 0.015, -0.140, 0.100, -0.029, -0.097, 0.109, 0.122, 0.081, 0.099, 0.142, 0.131, -0.337, 0.080, 0.923, 0.121, 0.010, 0.075, 0.076, 0.012, -0.174, 0.096, 0.037, 0.080, -0.238, -0.193, 0.059, 0.082, -0.623, 0.122, 0.166, 0.111, -0.141, 0.096, 0.080, 0.040, -0.064, -0.081, 0.075, -0.190, 0.123, -0.210]}

***

{"formula": "C14H28LaN6O6Se", "method": "the ωB97M-V functional and the def2-TZVPD basis", "e_lumo_ev": [-5.2, -4.8], "total_charge": 1, "fmax_ha_per_bohr": 0.15093, "e_tot_ha": -3762.7952, "gap_ev": [6.13, 6.50], "species": ["H", "H", "H", "H", "C", "H", "O", "H", "C", "H", "C", "N", "C", "H", "N", "N", "H", "H", "H", "O", "H", "C", "H", "H", "N", "H", "O", "H", "N", "H", "H", "C", "C", "N", "H", "C", "O", "O", "H", "H", "C", "La", "H", "H", "C", "H", "C", "Se", "H", "C", "O", "H", "H", "C", "C", "H"], "coordinates": [[-2.3223, -4.7875, -0.0678], [1.8902, 3.7224, 2.4249], [3.2996, 4.5845, -0.0447], [4.1174, 3.1634, 0.6518], [2.2544, -1.2117, 2.6713], [1.4979, 1.2438, 3.3840], [1.1004, -1.4325, -3.2119], [-2.8022, -3.6411, 1.7558], [-0.7053, -0.0242, -2.2297], [1.5572, -1.2870, -4.0338], [-1.1446, -2.4970, 1.0297], [-0.6255, -1.2587, 0.9837], [1.4013, 0.5495, 4.2013], [-1.6234, -0.2247, -1.6039], [0.3276, 1.8612, 0.4985], [2.0999, -2.5519, 2.6704], [0.1857, 3.9901, 2.0685], [-0.9609, -5.3606, 0.8390], [3.6530, -2.9700, 1.3804], [-0.7022, 1.8822, 1.3043], [2.7689, -4.4332, 1.9905], [2.6843, -3.3887, 1.6298], [-0.8244, -5.3127, -0.8956], [-3.7812, 1.9079, 0.4341], [2.1355, 1.8165, -1.3084], [-0.8421, -0.1820, -3.3398], [-0.8861, -0.5277, 2.1282], [2.1739, 0.7947, 4.9260], [0.0759, -2.7742, -0.9593], [0.5506, -2.4909, -2.7514], [-1.5730, -3.3230, 2.9908], [3.5567, 3.5325, -0.2137], [1.2284, 2.8967, 0.5773], [1.5140, -0.7966, 3.7513], [0.3990, -1.7897, 5.2782], [1.3235, -2.9899, 3.6794], [3.0984, 1.0229, -1.5625], [-3.0927, 2.3319, -0.1193], [1.4116, 4.9231, 1.2074], [-0.8114, 0.4316, 1.8110], [-2.0857, -2.8833, 2.1175], [1.0263, -0.4332, -0.9065], [2.0651, -3.4232, 0.6934], [1.1069, -4.0240, 3.8016], [1.1736, 3.9477, 1.6381], [-0.4827, 1.0883, -2.1273], [0.9708, -1.8910, 4.3894], [3.0513, -0.1894, 1.3678], [4.1286, 3.4099, -1.1391], [-1.2241, -4.7770, -0.0444], [0.2078, -3.3872, -2.1434], [-2.6188, -2.0030, 2.4668], [0.4293, 0.7254, 4.6976], [2.2994, 2.7820, -0.3469], [-0.6910, -3.3816, -0.0362], [-2.2843, 2.2186, 0.4585]], "forces_ev_per_angstrom": [[0.25, 0.06, -0.26], [0.15, 0.03, 0.11], [0.30, -0.12, -0.03], [0.11, 0.10, -0.13], [-1.80, -0.28, 1.37], [-0.03, 0.06, -0.45], [0.09, 0.61, 1.59], [0.31, 0.37, 0.17], [-5.70, 3.12, -4.24], [0.16, -0.24, -0.39], [1.77, 3.33, 0.63], [-1.18, -2.37, 0.86], [-0.58, 1.04, 1.01], [1.05, -0.36, -0.32], [-0.30, 0.78, 0.76], [1.14, -0.01, -1.90], [-0.27, -0.04, 0.12], [0.22, 0.33, 0.22], [0.13, -0.21, -0.03], [1.73, 0.47, -0.69], [0.07, 0.71, -0.07], [-0.41, -0.83, -0.57], [-0.13, -0.08, -0.26], [0.35, 0.44, -0.61], [-0.96, -0.18, 1.23], [0.06, -0.27, 1.66], [-0.14, 0.18, -0.62], [0.17, -0.10, 0.06], [-2.70, -2.43, 1.43], [0.54, -1.15, -0.67], [-0.04, 0.20, -0.36], [0.11, 0.15, -0.18], [-0.88, -0.80, -0.64], [0.91, -1.05, -0.64], [-0.33, 0.06, 0.41], [-0.43, 0.56, 0.89], [0.78, 0.72, -0.26], [0.58, -0.78, 1.39], [0.04, -0.08, 0.14], [-0.25, -0.41, 0.27], [-0.24, -0.76, 0.01], [3.73, -0.42, 1.77], [0.38, 0.22, 0.92], [-0.09, -0.41, 0.21], [-0.01, 0.00, -0.53], [0.26, -1.03, 0.18], [0.19, 0.04, -0.48], [0.67, 0.23, 0.02], [0.11, 0.13, 0.38], [-0.04, -0.13, -0.68], [0.17, 0.36, 0.35], [0.01, -0.02, -0.02], [0.38, -0.28, -0.38], [-0.40, -0.70, -0.27], [1.02, 0.94, -1.53], [-1.05, 0.29, -0.90]], "lowdin_charge": [0.099, 0.097, 0.098, 0.106, -0.676, 0.050, -0.360, 0.092, -0.195, 0.033, -0.245, -0.076, -0.029, 0.069, -0.089, -0.130, 0.080, 0.095, 0.067, -0.164, 0.112, -0.024, 0.082, 0.045, -0.202, 0.072, -0.080, 0.106, -0.159, -0.010, 0.095, 0.002, -0.255, -0.117, 0.131, -0.044, -0.211, -0.096, 0.095, 0.032, -0.001, 1.858, 0.087, 0.131, 0.000, 0.046, -0.015, 0.710, 0.100, -0.006, -0.082, 0.088, 0.118, -0.278, -0.252, 0.000]}

***

{"formula": "C14H29AlI2N3S3", "method": "the ωB97M-V functional and the def2-TZVPD basis", "e_lumo_ev": 2.2, "total_charge": -1, "fmax_ha_per_bohr": 0.00995, "e_tot_ha": -2747.6718, "relative_energy_kcal_mol": 0.00, "gap_ev": 5.80, "species": ["C", "C", "H", "C", "H", "H", "H", "H", "H", "H", "C", "C", "H", "N", "H", "N", "H", "C", "C", "C", "S", "I", "C", "H", "H", "H", "Al", "C", "C", "H", "C", "H", "H", "H", "C", "N", "H", "H", "H", "H", "C", "I", "H", "H", "H", "H", "H", "S", "H", "H", "S", "H"], "coordinates": [[2.1641, 0.4159, 3.6941], [0.6333, 4.3340, -0.0560], [-1.7957, 0.5150, -1.1782], [2.3540, 0.2622, -2.6858], [0.0681, -1.3078, -2.9357], [-0.2587, 2.3903, -3.4209], [1.9213, -0.6308, 3.9133], [2.4868, -0.7566, -2.3135], [3.1996, 0.4589, 3.3629], [2.9444, 0.9345, -2.0604], [-0.0843, 0.9291, 2.7535], [-0.7534, 0.3088, 3.9527], [1.0945, -4.0073, 1.3068], [-0.2986, -2.6261, 0.6519], [-3.2494, 0.0185, -0.3126], [-1.8492, -1.5032, -0.6070], [-0.8238, 1.0179, 4.7861], [1.2528, 1.0032, 2.6403], [-1.0723, -2.7303, 1.8879], [1.0953, -3.0066, 0.8695], [0.6980, -0.4248, -0.2825], [2.1558, 5.1219, -1.3696], [0.0362, -0.3344, -3.4343], [-0.2076, -0.5655, 4.3248], [-1.7715, 0.0001, 3.7080], [-0.5479, -2.2114, 2.6977], [0.1059, 2.3983, -0.1126], [-2.5105, -0.2870, -1.0550], [-2.7056, -2.6815, -0.6168], [2.7444, 0.2993, -3.7074], [0.7733, 2.0404, -3.3844], [-1.2005, -3.7812, 2.1570], [-3.0018, -0.4849, -2.0096], [2.0913, 0.9648, 4.6397], [-0.6061, -1.5425, -0.1514], [0.3617, 0.8473, -1.2915], [0.4094, -0.4681, -4.4549], [1.6119, -2.3225, 1.5525], [-3.1869, -2.7388, -1.5950], [-0.9993, 0.0058, -3.4844], [0.8821, 0.6948, -2.6793], [-2.3514, 3.1963, -1.4779], [1.6354, -3.0304, -0.0745], [-3.4934, -2.6101, 0.1402], [1.3724, 2.7958, -2.8751], [-2.1225, -3.5806, -0.4480], [1.1548, 1.9455, -4.4054], [-1.2154, 1.6707, 1.6126], [-2.0501, -2.2641, 1.7794], [1.0663, 4.4987, 0.9274], [2.0580, 1.8321, 1.3272], [-0.2150, 4.9959, -0.2055]], "forces_ev_per_angstrom": [[-0.03, -0.06, 0.10], [-0.07, -0.01, -0.19], [-0.07, -0.06, 0.01], [0.04, 0.02, -0.05], [0.00, 0.00, 0.00], [0.03, -0.02, 0.02], [0.01, 0.03, 0.00], [-0.02, 0.03, 0.00], [0.01, 0.00, -0.01], [0.00, 0.01, -0.01], [0.01, 0.04, 0.01], [0.01, -0.10, 0.10], [0.01, 0.03, -0.02], [0.27, -0.09, -0.06], [0.01, 0.02, -0.02], [-0.07, -0.13, -0.04], [-0.01, 0.00, -0.03], [0.00, -0.04, -0.02], [-0.11, 0.04, 0.10], [-0.03, 0.06, -0.02], [-0.08, 0.07, -0.23], [0.00, -0.06, 0.04], [0.02, 0.01, -0.04], [-0.03, 0.06, 0.00], [0.01, -0.01, 0.02], [-0.02, -0.01, -0.03], [0.33, -0.11, 0.37], [0.00, 0.08, -0.15], [-0.06, 0.03, 0.02], [-0.01, -0.01, 0.05], [-0.07, 0.02, 0.02], [-0.01, 0.01, -0.01], [-0.01, 0.04, 0.01], [0.00, -0.01, -0.02], [0.02, 0.06, 0.17], [0.14, -0.06, 0.22], [-0.01, 0.02, 0.06], [-0.03, -0.02, 0.00], [0.02, 0.04, 0.02], [-0.01, -0.01, -0.01], [-0.03, -0.11, -0.02], [-0.14, 0.13, -0.09], [-0.03, 0.00, 0.01], [0.06, 0.02, -0.03], [0.01, 0.01, 0.00], [0.01, -0.01, 0.01], [-0.02, 0.00, 0.03], [-0.10, 0.00, -0.08], [0.11, -0.04, 0.02], [-0.02, 0.02, 0.04], [-0.03, 0.04, -0.21], [0.02, 0.05, -0.05]], "lowdin_charge": [-0.150, -0.798, -0.061, -0.073, 0.066, 0.014, 0.056, 0.055, 0.045, 0.087, -0.765, -0.164, 0.087, -0.225, 0.085, -0.148, 0.076, -0.799, -0.045, -0.101, 1.005, 0.625, -0.055, 0.050, 0.047, 0.084, -0.545, -0.122, -0.044, 0.081, -0.089, 0.092, 0.090, 0.075, -0.493, -0.407, 0.083, 0.081, 0.092, 0.077, -0.682, 0.172, 0.080, 0.094, -0.006, 0.089, 0.087, 0.639, 0.087, -0.059, 0.607, -0.075]}

***

{"formula": "C14H29CeO4PS", "method": "the ωB97M-V functional and the def2-TZVPD basis", "e_lumo_ev": [-17.6, -17.6], "total_charge": 4, "fmax_ha_per_bohr": 0.16345, "e_tot_ha": -2064.6305, "gap_ev": [5.62, 5.62], "species": ["H", "H", "H", "H", "H", "H", "H", "H", "C", "H", "C", "H", "C", "H", "H", "H", "H", "C", "H", "H", "H", "C", "O", "P", "H", "C", "S", "C", "H", "C", "C", "H", "H", "C", "O", "H", "O", "H", "H", "H", "C", "C", "H", "H", "H", "Ce", "H", "C", "C", "O"], "coordinates": [[-2.1052, -1.6289, -1.3837], [1.2230, 0.2173, 5.2808], [1.7087, -1.9335, -0.6232], [-0.5332, 1.9153, -3.9809], [0.1257, 0.9825, 6.5129], [-1.8372, 2.5420, -0.5058], [-1.8583, -1.4886, -3.1483], [1.7580, 2.6285, -0.7297], [-0.0777, 1.3839, 1.2488], [-1.0263, 3.2722, -1.9192], [0.2619, 0.7156, 5.4554], [1.1121, -3.2274, -1.6898], [-1.4289, -1.8897, -2.2181], [-0.9256, 0.1778, -4.0740], [0.8029, 3.1041, -2.1492], [-1.3973, -2.9880, -2.2839], [-0.9414, -1.4466, 7.0518], [2.0245, 0.4202, 1.2778], [0.5191, -1.2567, -2.9377], [-2.7270, 2.7901, -2.0297], [2.5558, 2.8808, -2.2897], [1.4736, 1.0210, -2.1828], [0.0006, 2.5473, 1.3642], [0.0215, 0.3398, -1.2374], [-0.1183, -4.7019, 0.4705], [-1.2415, 1.1415, -3.6566], [-1.0583, -0.3875, 4.9349], [-2.0489, -0.2077, 0.6765], [-0.1474, -4.3864, 1.1558], [-1.7522, 2.5154, -1.5974], [1.6471, 2.4934, -1.8131], [3.0494, 0.1908, -0.9120], [-1.3671, -2.6010, 5.7588], [2.7536, 0.2085, -1.9699], [2.8327, 1.2545, 1.4025], [1.1810, 0.9368, -3.2431], [-0.5608, -0.8813, 3.5229], [0.3394, -2.0852, 5.9519], [-2.2508, 0.4659, -1.8847], [0.1559, -2.8302, -0.3124], [-1.4005, 1.1184, -2.1296], [-0.7061, -1.7715, 6.0335], [0.1814, 1.6250, 4.8445], [-2.2218, 1.3912, -4.0882], [2.6473, -0.8233, -2.3281], [0.0514, -1.0527, 1.4118], [3.5622, 0.6901, -2.5400], [0.7999, -2.3582, -1.0925], [0.0068, -1.3829, -1.9735], [-3.0639, 0.3593, 0.5693]], "forces_ev_per_angstrom": [[0.07, -0.22, -0.23], [-0.19, 0.03, 0.25], [0.10, -0.06, -0.11], [-0.24, -0.16, 0.09], [-0.09, -0.18, -0.20], [-0.14, 0.15, -0.18], [0.09, -0.24, 0.44], [0.12, 0.09, -0.19], [-0.04, 6.78, 1.24], [-0.38, -0.19, 0.18], [0.10, 0.34, -0.60], [0.14, 0.12, 0.30], [0.21, -0.38, 0.00], [-0.11, 0.27, -0.04], [0.41, -0.11, 0.07], [-0.19, 0.30, -0.14], [-0.05, 0.13, -0.08], [5.98, 5.19, 0.81], [0.04, 0.05, 0.28], [0.30, 0.02, 0.26], [-0.19, -0.02, 0.10], [1.31, 0.63, 1.06], [-0.58, -5.78, -0.73], [0.12, -0.71, -3.58], [-0.04, 0.05, 0.32], [0.61, -0.19, -0.28], [-0.06, 0.18, 2.22], [-7.42, 3.86, -0.82], [-0.02, -0.16, -0.09], [-0.18, 0.21, -0.25], [0.09, 0.28, -0.13], [0.18, 0.01, -0.34], [-0.01, 0.20, 0.10], [-0.15, -0.07, -0.11], [-4.19, -4.62, -0.63], [-0.38, -0.21, 0.44], [1.13, -0.27, -3.21], [-0.09, 0.26, 0.01], [0.19, 0.10, -0.13], [0.06, -0.02, -0.35], [-1.35, 0.67, 1.03], [-0.17, -0.51, -0.41], [-0.01, -0.14, 0.27], [0.17, -0.08, 0.23], [0.24, 0.28, 0.02], [0.38, -2.08, 1.59], [-0.16, -0.22, 0.20], [-0.29, -0.23, 0.04], [-0.61, -0.20, 0.80], [5.30, -3.13, 0.50]], "lowdin_charge": [0.071, 0.087, 0.077, 0.108, 0.112, 0.060, 0.109, 0.072, -0.182, 0.087, -0.180, 0.153, -0.044, 0.088, 0.076, 0.123, 0.106, -0.031, 0.141, 0.127, 0.125, -0.457, 0.262, 1.133, 0.118, -0.037, 1.100, -0.066, 0.074, -0.063, -0.055, 0.059, 0.090, -0.054, 0.278, 0.134, -0.693, 0.093, 0.091, -0.018, -0.495, -0.168, 0.075, 0.136, 0.089, 1.275, 0.132, -0.141, -0.466, 0.289]}